Record 1
The following is a quantum chemistry calculation of a cluster of 2 separate species, C2H3NO3 in total, from OMol25.

The geometry in XYZ format:
```
9
Properties=species:S:1:pos:R:3:forces:R:3:nbo_charge:R:1
C -0.635629 0.158400 -1.159239 -1.48 1.48 1.27 -0.3188
C -0.296526 1.649829 -0.855098 0.99 -0.84 1.42 0.2927
N 0.829364 -0.618778 1.564611 0.02 0.16 -0.24 0.3978
O -0.211484 -1.127713 1.242142 -0.67 -0.18 0.17 -0.3765
O 1.885750 -1.175028 1.675472 0.73 -0.06 0.22 -0.3515
O -0.936400 1.441152 -1.890075 -1.27 -0.70 -1.33 -0.4039
H 0.038381 -0.431831 -1.707065 0.72 -0.64 -0.46 0.2018
H -1.489202 -0.305904 -0.589784 0.98 0.78 -1.09 0.2240
H 0.815746 0.409872 1.719036 -0.02 0.01 0.05 0.3344
```
Forces are in eV/Å.

Summary:
2S+1: 1
net charge: 0
calculated total energy: -9748.2732 eV
HOMO-LUMO gap: 9.76 eV
maximum force: 2.45 eV Å⁻¹
molar mass: 89.0 u
ΔE to the lowest compared entry with this formula, charge and spin: 754.2 kJ/mol

=====

Record 2
The following is a quantum chemistry calculation of a structure of composition C16H20N3O4S6Y, from OMol25.

The geometry in XYZ format:
```
50
Properties=species:S:1:pos:R:3:forces:R:3:nbo_charge:R:1
Y -1.055383 -0.129484 -0.351417 0.58 0.28 0.41 1.6999
C -0.358886 -1.240545 4.452170 -0.05 0.02 0.00 -0.4200
N 0.823682 -1.194822 3.596854 -0.12 -0.06 0.04 -0.3908
C 2.033138 -1.849390 4.078337 0.08 0.09 -0.09 -0.4183
C 0.751237 -0.640892 2.388480 0.12 0.02 0.02 0.6835
O -0.285249 -0.133816 1.942904 0.00 -0.03 -0.27 -0.6842
C 2.015633 -0.639755 1.530576 -0.05 0.04 -0.11 -0.1684
O 1.802959 0.143968 0.380552 0.04 0.07 0.04 -0.5042
C 2.218832 1.484828 0.479574 -0.06 -0.09 -0.10 -0.1537
C 1.229697 2.341943 -0.297407 0.04 0.04 0.16 0.6950
O 0.180001 1.846535 -0.704713 0.00 0.12 -0.01 -0.6722
N 1.545961 3.624684 -0.484672 -0.13 0.06 -0.10 -0.3906
C 2.811930 4.193000 -0.049100 0.08 -0.11 0.01 -0.4172
C 0.622632 4.500946 -1.202785 0.00 -0.03 0.00 -0.4193
H -0.652148 -2.274939 4.633073 0.03 0.00 -0.01 0.2107
H -0.141826 -0.755125 5.404374 0.01 -0.02 -0.01 0.2030
H -1.174975 -0.723006 3.959339 0.00 0.00 -0.01 0.2594
H 1.794898 -2.370017 5.000587 -0.01 -0.03 0.00 0.2284
H 2.401875 -2.580186 3.357796 -0.01 -0.02 0.03 0.2142
H 2.826103 -1.128769 4.290423 -0.02 -0.01 0.02 0.2030
H 2.880467 -0.291214 2.100345 0.01 -0.02 0.01 0.1971
H 2.208236 -1.656022 1.182094 0.03 -0.02 0.06 0.2530
H 2.243913 1.828055 1.519546 -0.02 0.04 0.00 0.2016
H 3.220335 1.592720 0.051767 0.04 0.03 0.07 0.2045
H 3.021180 3.959369 0.995323 -0.02 0.03 -0.01 0.2068
H 3.644116 3.839557 -0.662791 -0.01 0.04 0.00 0.2059
H 2.752164 5.272825 -0.146892 -0.01 0.01 0.03 0.2277
H -0.268600 3.940351 -1.463836 -0.01 -0.01 0.00 0.2614
H 0.341925 5.340825 -0.566919 0.03 -0.01 0.00 0.2081
H 1.096415 4.877289 -2.110517 0.00 0.00 0.01 0.2027
S -8.557772 0.470111 -0.095543 -0.21 0.02 0.05 -0.1205
C -6.922862 0.335709 -0.057821 0.34 0.02 -0.14 -0.5677
S -6.072399 -1.167100 -0.187811 0.01 0.27 0.07 0.4606
C -4.436200 -0.536048 -0.101179 -0.29 0.18 0.04 -0.3983
C -4.326937 0.803332 0.014305 -0.37 -0.16 0.05 -0.3933
S -2.857827 1.728777 0.131542 -0.09 0.42 -0.03 -0.3878
S -5.844107 1.688664 0.059356 -0.03 -0.28 0.02 0.4544
S -3.143187 -1.700139 -0.169788 -0.08 -0.35 0.01 -0.3753
O -0.564826 -0.461314 -2.467799 0.17 -0.15 -0.12 -0.6730
N -0.213710 -1.614395 -3.016387 0.09 -0.28 -0.05 0.0228
C -0.261113 -1.695611 -4.362023 -0.09 0.03 -0.22 0.0367
C 0.090729 -2.836482 -5.027027 0.02 0.03 0.02 -0.2679
C 0.500940 -3.944857 -4.283411 -0.03 0.02 0.09 -0.1627
C 0.545593 -3.849588 -2.915805 0.00 -0.01 -0.15 -0.2304
C 0.195741 -2.663612 -2.247825 0.02 0.05 0.03 0.0626
S 0.291443 -2.529109 -0.545407 -0.03 -0.28 0.05 -0.3185
H -0.609332 -0.798293 -4.849171 0.00 0.04 0.07 0.2370
H 0.041389 -2.859666 -6.105072 -0.03 0.02 0.00 0.2323
H 0.768065 -4.867895 -4.779652 0.02 -0.01 0.02 0.2251
H 0.846110 -4.681399 -2.296550 0.01 -0.01 -0.02 0.2369
```
Forces are in eV/Å.

Summary:
2S+1: 1
net charge: 0
calculated total energy: -95635.0756 eV
HOMO-LUMO gap: 5.67 eV
maximum force: 0.76 eV Å⁻¹
molar mass: 599.7 u
ΔE to the lowest compared entry with this formula, charge and spin: 39.2 kJ/mol

=====

Record 3
The following is a quantum chemistry calculation of a cluster of 2 separate species, C3H6O2 in total, from OMol25.

The geometry in XYZ format:
```
11
Properties=species:S:1:pos:R:3:forces:R:3:nbo_charge:R:1
O -0.427376 1.797915 0.637064 0.55 0.09 -0.23 -0.5209
C -1.111812 1.600613 -0.329532 -1.10 0.09 0.79 0.2828
H -0.817106 1.820580 -1.362666 0.21 -0.05 -0.07 0.1281
H -2.146739 1.225622 -0.145884 0.25 -0.01 -0.52 0.1105
O 0.238453 -0.831439 -1.559385 0.40 0.33 -0.41 -0.5393
C 0.920173 -0.600191 -0.590935 -1.13 -0.97 0.43 0.4422
C 0.508328 -1.171219 0.754165 -0.38 0.62 0.03 -0.7353
H 1.798625 0.054081 -0.646366 0.24 0.02 0.00 0.1227
H -0.564641 -1.363449 0.763865 -0.05 0.01 -0.41 0.2302
H 0.957710 -2.140292 0.971580 0.51 0.30 0.15 0.2407
H 0.644385 -0.392220 1.508094 0.52 -0.42 0.25 0.2384
```
Forces are in eV/Å.

Summary:
2S+1: 1
net charge: 0
calculated total energy: -7301.7455 eV
HOMO-LUMO gap: 10.76 eV
SMILES string: CC=O.C=O
maximum force: 1.55 eV Å⁻¹
molar mass: 74.1 u
ΔE to the lowest compared entry with this formula, charge and spin: 186.5 kJ/mol

=====

Record 4
The following is a quantum chemistry calculation of the molecule C4H10N2O2, from OMol25.

The geometry in XYZ format:
```
18
Properties=species:S:1:pos:R:3:forces:R:3:nbo_charge:R:1
O -1.165348 1.959269 -0.236126 -0.51 0.07 -0.34 -0.5892
C -0.428381 1.176744 0.315291 0.54 0.96 -0.18 0.6634
N -0.772306 0.638407 1.542753 -0.16 -0.65 0.09 -0.6449
C -0.626059 -0.798381 1.684055 0.45 0.72 -1.16 0.0755
O -1.411874 -1.520770 0.744322 0.09 0.02 0.37 -0.7208
C 1.010270 1.069369 -0.205623 0.96 -0.67 0.08 -0.3259
N 1.267462 0.532993 -1.537304 -0.52 -0.28 0.29 -0.6077
C 0.797950 -0.863915 -1.767112 -0.17 1.50 0.09 -0.4272
H -1.681813 0.990740 1.799665 -0.26 0.05 0.12 0.3821
H -0.840023 -1.101814 2.691691 0.05 -0.11 0.50 0.1766
H 0.407163 -0.969187 1.388012 0.02 -0.56 0.38 0.1824
H -2.334095 -1.404716 0.989910 -0.16 -0.09 -0.10 0.4685
H 1.692319 0.557514 0.482061 -0.33 -0.10 0.16 0.1914
H 1.356374 2.104186 -0.211668 -0.12 0.07 0.04 0.2345
H 0.769570 1.109599 -2.182305 -0.12 0.54 -0.45 0.3568
H -0.032970 -0.825874 -2.471713 0.04 -0.29 -0.14 0.1927
H 1.620910 -1.429585 -2.186349 -0.07 -0.48 0.23 0.1984
H 0.370859 -1.224571 -0.839564 0.27 -0.70 0.01 0.1936
```
Forces are in eV/Å.

Summary:
2S+1: 1
net charge: 0
calculated total energy: -11384.7747 eV
HOMO-LUMO gap: 9.58 eV
SMILES string: CNCC(=O)NCO
maximum force: 1.52 eV Å⁻¹
molar mass: 118.1 u
ΔE to the lowest compared entry with this formula, charge and spin: 205.3 kJ/mol

=====

Which formula does entry 2 have?
C16H20N3O4S6Y